The following is a quantum chemistry calculation of C5H11N in the gas phase, from OMol25.

Computed properties:
SMILES: CC(C)N1CC1
E_tot: -6852.268 eV
Orbital gap: 0.3732 Ha

Structure (XYZ):
```
17
Properties=species:S:1:pos:R:3:forces:R:3
C -1.6270 -1.1412 0.1109 -0.009 -0.019 -0.005
C -0.6297 -0.0284 0.4244 -0.142 0.078 0.032
C -0.8222 1.1513 -0.5328 0.037 0.053 -0.050
N 0.7176 -0.6161 0.4737 -0.101 -0.069 0.000
C 1.6845 -0.3384 -0.5724 0.112 -0.023 -0.259
C 1.8397 0.2382 0.7870 0.146 0.165 0.152
H -1.4517 -1.5408 -0.8948 0.007 0.052 0.121
H -1.5191 -1.9607 0.8273 -0.016 0.118 -0.111
H -2.6564 -0.7668 0.1511 0.155 -0.046 -0.001
H -0.8212 0.3278 1.4452 0.006 -0.052 -0.101
H -0.7635 0.8258 -1.5783 -0.011 0.046 0.155
H -0.0834 1.9467 -0.3769 -0.108 -0.129 -0.020
H -1.8130 1.5929 -0.3826 0.138 -0.083 0.011
H 1.4211 0.3536 -1.3710 0.011 -0.114 0.153
H 2.2949 -1.1808 -0.8923 -0.113 0.131 0.103
H 2.5657 -0.1725 1.4862 -0.123 0.056 -0.128
H 1.6635 1.3096 0.8952 0.013 -0.164 -0.052
```
Forces are in eV/Å.

The following is a quantum chemistry calculation of 2 unconnected molecules or ions with the total composition C2H9N3O in a non-equilibrium geometry, from OMol25.

Computed properties:
SMILES: NC=O.NCN
E_tot: -8737.498 eV
Orbital gap: 0.3588 Ha

Structure (XYZ):
```
15
Properties=species:S:1:pos:R:3:forces:R:3
N 2.8143 -2.1311 1.3332 -0.102 0.310 0.426
C 2.4390 -0.9198 0.7595 0.720 -1.312 -0.144
O 2.5245 -0.7580 -0.4295 -0.600 0.565 -0.152
H 3.4519 -2.1266 2.1209 -0.478 0.108 0.080
H 3.0259 -2.8453 0.6581 0.285 0.038 -0.255
H 2.0105 -0.2062 1.4702 0.161 0.302 0.058
N -2.7152 2.4285 -0.3037 -0.562 -0.520 -0.351
C -2.5296 1.2251 -1.1082 -0.241 0.155 0.125
N -2.1216 -0.0091 -0.4575 0.722 -0.144 0.171
H -3.2243 2.1774 0.5298 0.112 0.376 0.333
H -1.8425 2.8802 -0.1042 0.232 0.044 0.413
H -3.4857 0.9601 -1.5708 0.125 0.402 -0.212
H -1.8010 1.5357 -1.8607 -0.141 -0.599 -0.200
H -1.1609 -0.0005 -0.1337 0.044 0.156 -0.145
H -2.6785 -0.2400 0.3560 -0.278 0.120 -0.148
```
Forces are in eV/Å.

The following is a quantum chemistry calculation of a molecular structure, C11H30ClIrSi2Tb in a non-equilibrium geometry, from OMol25.

Computed properties:
E_tot: -65441.883 eV
Spin multiplicity: 11
Net charge: -1
Orbital gap (alpha / beta): 0.1940 / 0.2455 Ha

Structure (XYZ):
```
46
Properties=species:S:1:pos:R:3:forces:R:3
Ir -1.6076 -0.2252 -0.0182 -0.205 -0.197 -3.204
Cl -3.6636 0.5104 0.9686 -0.234 0.256 0.135
C -2.6877 -1.7847 -0.6981 -1.851 -1.144 -0.066
H -2.1557 -2.7124 -0.9252 -0.261 0.254 -0.040
H -3.2393 -1.4264 -1.5818 -0.046 -0.403 0.178
H -3.4253 -1.9553 0.1049 0.071 -0.229 -0.281
Tb 0.3461 0.8915 -2.2464 -0.353 -0.690 -0.910
C 2.4590 0.1714 -2.9781 0.725 0.049 -0.076
C -0.5758 1.3722 -4.3684 -0.281 0.623 -0.535
C -0.6762 -1.1383 -2.0528 -0.061 0.620 1.387
H -1.0061 0.4134 -4.7133 0.103 0.183 0.158
H -1.3740 2.1244 -4.4529 -0.004 -0.026 -0.157
H 0.2016 1.6414 -5.1104 -0.187 -0.007 0.182
H 2.7645 -0.8249 -2.6370 0.009 0.023 0.034
H 2.2596 0.0736 -4.0642 -0.073 0.020 0.211
H 3.3438 0.8231 -2.9022 -0.013 -0.050 0.040
H -1.4938 -1.2177 -2.7990 0.338 -0.214 0.471
H -0.2838 -2.1209 -1.7482 -0.394 0.403 -0.329
C 2.0550 2.0988 1.6049 0.290 0.669 -0.056
Si 0.2981 1.7949 0.9987 0.304 -1.080 0.535
C -0.8406 1.9075 2.4816 -0.239 0.186 0.019
C -0.2119 3.1394 -0.2198 0.056 0.608 -0.082
C 0.3172 0.0615 0.2924 1.493 0.456 0.382
Si 0.3021 -1.4374 1.4796 0.228 0.292 0.087
C -1.0609 -1.3522 2.7702 -0.273 -0.061 0.397
C 0.2001 -3.0862 0.6200 0.241 -0.875 0.024
C 1.9890 -1.4333 2.3386 0.178 -0.215 0.223
H 2.2312 3.1830 1.6814 0.208 -0.185 0.107
H 2.7908 1.6753 0.9036 -0.182 0.157 0.176
H 2.2261 1.6492 2.5948 -0.113 0.102 -0.309
H -0.9837 2.9691 2.7305 0.060 -0.176 0.123
H -1.8315 1.4868 2.2401 0.410 0.258 0.264
H -0.4232 1.3817 3.3508 -0.090 0.199 -0.178
H 0.6301 3.4947 -0.8401 -0.339 -0.006 0.117
H -1.0916 2.9058 -0.8514 0.377 0.046 0.313
H -0.5117 3.9844 0.4244 0.058 -0.055 -0.267
H 1.1424 -0.2189 -0.4220 -0.214 -0.082 0.688
H -1.9972 -0.8998 2.3859 0.535 -0.319 0.403
H -1.2947 -2.3845 3.0742 0.061 0.213 0.067
H -0.7396 -0.7796 3.6532 -0.141 -0.225 -0.155
H 0.6742 -3.0865 -0.3684 -0.084 0.024 0.210
H 0.7481 -3.8295 1.2298 -0.184 0.199 -0.156
H -0.8311 -3.4553 0.5133 0.326 0.248 -0.019
H 2.8070 -1.2192 1.6358 -0.220 0.006 0.129
H 2.0526 -0.7245 3.1752 -0.029 -0.068 -0.231
H 2.1682 -2.4409 2.7452 0.001 0.212 -0.005
```
Forces are in eV/Å.

The following is a quantum chemistry calculation of a molecular structure, C42H34CrN6O5 in a non-equilibrium geometry, from OMol25.

Computed properties:
E_tot: -91712.061 eV
Spin multiplicity: 4
Net charge: -1
Orbital gap (alpha / beta): 0.2708 / 0.2712 Ha

Structure (XYZ):
```
88
Properties=species:S:1:pos:R:3:forces:R:3
Cr 0.1261 -0.1062 -0.5007 0.271 0.317 -1.215
O 0.3576 -1.9844 -0.8660 -0.022 0.901 -0.294
C -0.0068 -3.0381 -0.0950 -0.003 -0.297 0.644
C 0.2288 -2.6594 1.3853 0.125 -0.148 -0.428
C -0.7125 -1.6024 1.8797 0.121 -0.307 0.089
C -1.2426 -1.8137 3.1428 -0.311 0.215 0.285
C -2.0240 -0.8466 3.7438 0.321 0.030 -0.485
C -2.2470 0.3132 3.0255 -0.066 -0.208 0.162
C -1.7483 0.4505 1.7377 -0.160 0.153 0.025
C -2.1464 1.6714 0.9683 0.346 0.302 -0.187
C -0.9768 2.5191 0.3801 -0.367 0.081 0.470
O -0.3520 1.7858 -0.5775 0.268 -0.644 -0.340
C -1.5784 3.7969 -0.2420 -0.078 -0.159 -0.229
C -2.6065 4.5364 0.3312 0.053 -0.102 0.018
C -3.1336 5.6345 -0.3279 -0.136 0.115 0.045
C -2.6233 6.0331 -1.5502 -0.069 0.124 0.000
C -1.5631 5.3369 -2.1025 -0.020 0.074 -0.084
C -1.0529 4.2286 -1.4535 0.140 -0.069 0.003
C 0.0507 3.0319 1.3864 -0.016 -0.084 0.116
C 1.3076 3.3273 0.8680 0.067 -0.001 -0.007
C 2.2826 3.8895 1.6647 0.052 0.027 -0.093
C 2.0154 4.1669 2.9938 0.070 0.063 0.210
C 0.7794 3.8481 3.5228 0.016 0.089 0.188
C -0.2009 3.2851 2.7239 0.007 0.000 -0.188
N -0.9886 -0.4978 1.1515 -0.591 -0.219 0.902
C -1.4834 -3.4408 -0.2104 0.043 -0.024 -0.159
C -1.9158 -4.6238 0.3779 -0.131 0.076 0.040
C -3.2481 -4.9897 0.3186 -0.006 -0.124 0.122
C -4.1640 -4.1793 -0.3324 -0.150 -0.009 -0.049
C -3.7320 -3.0144 -0.9427 -0.140 0.019 -0.018
C -2.3974 -2.6482 -0.8872 0.227 0.062 0.042
C 0.8288 -4.2398 -0.5469 0.146 0.037 0.088
C 1.8561 -4.8056 0.1932 -0.136 0.101 0.000
C 2.6115 -5.8447 -0.3295 0.135 -0.187 -0.002
C 2.3478 -6.3322 -1.5969 0.155 -0.088 0.026
C 1.3300 -5.7659 -2.3486 -0.122 0.015 -0.057
C 0.5768 -4.7332 -1.8240 0.092 0.011 0.026
H 1.2463 -2.2656 1.4557 0.039 -0.103 0.052
H 0.1367 -3.5366 2.0258 0.017 0.082 0.118
H -0.9987 -2.7247 3.6682 0.006 -0.061 -0.058
H -2.4275 -0.9828 4.7367 -0.010 0.005 0.058
H -2.8281 1.1124 3.4617 -0.050 0.079 -0.112
H -2.7996 2.2774 1.5970 -0.018 -0.149 -0.055
H -2.7136 1.3400 0.0890 -0.047 0.149 0.103
H -3.0114 4.2670 1.2961 -0.047 -0.041 0.073
H -3.9617 6.1762 0.1084 -0.028 0.051 0.080
H -3.0456 6.8849 -2.0638 -0.031 0.070 -0.039
H -1.1493 5.6528 -3.0492 0.086 -0.018 -0.094
H -0.2397 3.6616 -1.8794 0.057 -0.070 -0.087
H 1.5069 3.0986 -0.1699 -0.022 -0.010 -0.033
H 3.2512 4.1179 1.2454 0.127 0.040 -0.047
H 2.7671 4.6345 3.6124 0.096 -0.011 0.103
H 0.5750 4.0420 4.5658 -0.025 0.013 0.110
H -1.1589 3.0443 3.1546 -0.203 -0.049 0.075
H -1.2007 -5.2649 0.8756 0.060 -0.085 0.040
H -3.5738 -5.9133 0.7774 -0.027 -0.065 0.043
H -5.2077 -4.4628 -0.3719 -0.034 -0.013 -0.021
H -4.4384 -2.3887 -1.4704 -0.045 0.058 -0.047
H -2.0377 -1.7545 -1.3757 -0.033 0.059 -0.112
H 2.0827 -4.4434 1.1846 0.026 0.083 0.114
H 3.4132 -6.2755 0.2579 0.004 -0.006 0.021
H 2.9374 -7.1449 -2.0013 0.024 -0.013 -0.011
H 1.1244 -6.1315 -3.3460 -0.012 -0.003 -0.035
H -0.2128 -4.2799 -2.4026 -0.086 0.063 -0.124
C 4.8105 0.3531 -1.1038 0.258 -0.047 -0.409
N 3.8931 0.3941 0.0081 -0.044 0.005 0.153
C 4.3218 0.3829 1.3052 -0.543 0.019 0.529
C 3.4440 0.3361 2.3297 0.643 0.007 -0.123
C 2.0168 0.2465 2.0749 -0.630 -0.012 0.184
O 1.1689 0.2049 2.9646 0.447 -0.021 -0.059
N 1.6674 0.1876 0.7482 0.084 -0.158 0.691
C 2.5440 0.3125 -0.2429 0.461 0.153 -0.172
O 2.0973 0.3487 -1.3999 -0.568 -0.127 -0.116
H 5.5294 1.1727 -1.0401 -0.065 -0.016 -0.015
H 4.2168 0.4400 -2.0150 0.179 -0.026 0.006
H 5.3474 -0.6001 -1.1164 -0.034 0.082 -0.052
H 5.3931 0.4299 1.4533 -0.014 0.003 -0.051
H 3.7703 0.3484 3.3563 0.069 0.023 0.048
N -1.7926 1.6655 -3.2061 0.279 -0.387 -0.078
C -0.7277 0.7803 -3.1683 -0.922 0.785 -0.417
O -0.7716 -0.1392 -2.3114 0.166 -0.437 0.379
C 0.2680 0.9206 -4.1509 -0.329 -0.170 0.652
C 1.4650 0.2008 -4.1605 0.637 -0.432 -0.102
N 2.5025 -0.2918 -4.2581 0.133 -0.222 -0.054
C 0.1321 1.8884 -5.1406 -0.155 0.688 -0.710
N -0.0094 2.6859 -5.9662 -0.039 0.125 0.009
H -2.2443 1.7683 -2.3094 0.107 -0.015 -0.067
H -1.6336 2.5342 -3.6935 -0.075 -0.017 -0.003
```
Forces are in eV/Å.